No. 1
# C4H10NO

An isolated ion of composition C4H10NO and charge +1 (ωB97M-V with the def2-TZVPD basis set, OMol25).

Results
energy above the lowest of the compared OMol25 structures with the same formula, charge and spin	2.571	eV
net charge	+1
2S+1	1
orbital gap	11.82	eV
E	-7838.746	eV
SMILES string	CO[C@@]1(C)C[NH2+]1
lowest unoccupied orbital energy	-0.124	Eh

Element x y z (Å)
C 1.9412 0.7127 -0.2751
O 0.7532 1.0550 0.3970
C -0.3422 0.2712 0.4186
C -0.0217 -1.3138 0.6444
C -1.7346 0.8030 0.5082
N -1.2018 0.4573 -0.8611
H 1.9499 -0.3144 -0.5644
H 2.7715 0.9961 0.3145
H 2.0297 1.4026 -1.2491
H -0.7128 -1.8782 1.2089
H 0.9845 -1.3220 1.0514
H -0.0889 -1.8889 -0.3464
H -2.3897 0.0389 0.9088
H -1.9393 1.8010 0.7139
H -1.7134 -0.1873 -1.4337
H -0.9287 1.4153 -1.3646

---

No. 2
# C15H13Cl2N3O4

One molecule with the formula C15H13Cl2N3O4 (ωB97M-V with the def2-TZVPD basis set, OMol25).

Results
energy above the lowest of the compared OMol25 structures with the same formula, charge and spin	0.000	eV
2S+1	1
orbital gap	8.47	eV
E	-53468.825	eV
SMILES string	O=C(COc1cccnc1[N+](=O)[O-])NCCc1ccc(Cl)cc1Cl
lowest unoccupied orbital energy	-0.023	Eh

Element x y z (Å)
O -0.4106 -2.6577 -1.0490
C -0.7732 -1.7114 -0.3801
C -1.4486 -1.9046 0.9882
O -2.3549 -0.8579 1.2708
C -3.4711 -0.7357 0.5284
C -4.1253 -1.7579 -0.1647
C -5.3377 -1.4885 -0.7734
C -5.8774 -0.2102 -0.6846
N -5.2477 0.7747 -0.0777
C -4.0849 0.5287 0.4854
N -3.3941 1.6885 1.0259
O -4.0357 2.5121 1.6186
O -2.1992 1.7472 0.8033
N -0.6413 -0.4257 -0.7253
C -0.0137 0.0101 -1.9516
C 1.1592 0.9476 -1.6746
C 2.3241 0.3438 -0.9362
C 2.5023 -1.0233 -0.7644
C 3.5920 -1.5345 -0.0807
C 4.5358 -0.6692 0.4446
Cl 5.8986 -1.2897 1.3021
C 4.3992 0.6999 0.2844
C 3.3009 1.1866 -0.4028
Cl 3.1663 2.8995 -0.6004
H -0.6845 -1.8404 1.7676
H -1.9128 -2.8940 1.0361
H -3.6924 -2.7432 -0.2311
H -5.8564 -2.2645 -1.3133
H -6.8263 0.0436 -1.1321
H -0.9474 0.3037 -0.0893
H -0.7525 0.5487 -2.5560
H 0.2972 -0.8807 -2.5001
H 1.5203 1.3411 -2.6291
H 0.7897 1.8000 -1.0975
H 1.7854 -1.7210 -1.1647
H 3.7052 -2.5999 0.0401
H 5.1356 1.3772 0.6858

---

No. 3
# C2H7N3S

One molecule with the formula C2H7N3S (ωB97M-V with the def2-TZVPD basis set, OMol25).

Results
energy above the lowest of the compared OMol25 structures with the same formula, charge and spin	3.680	eV
2S+1	1
orbital gap	8.40	eV
E	-17489.232	eV
SMILES string	CN/N=C\NS
lowest unoccupied orbital energy	0.016	Eh

Element x y z (Å)
C -3.2497 -0.2118 -0.0618
N -1.8604 -0.3982 0.0814
N -1.2369 0.8480 0.0932
C 0.0963 0.6584 -0.1013
N 0.9175 -0.5061 -0.1283
S 2.6746 -0.0779 -0.0266
H -3.5556 0.8980 0.3428
H -3.9997 -1.0134 0.4965
H -3.3967 -0.2250 -1.2692
H -1.6803 -1.1277 0.9792
H 0.6786 1.6339 -0.2364
H 0.5566 -1.3284 -0.5608
H 2.7811 0.1227 1.3278

---

What did the second record say?
# C15H13Cl2N3O4

One molecule with the formula C15H13Cl2N3O4 (ωB97M-V with the def2-TZVPD basis set, OMol25).

Results
energy above the lowest of the compared OMol25 structures with the same formula, charge and spin	0.000	eV
2S+1	1
orbital gap	8.47	eV
E	-53468.825	eV
SMILES string	O=C(COc1cccnc1[N+](=O)[O-])NCCc1ccc(Cl)cc1Cl
lowest unoccupied orbital energy	-0.023	Eh

Element x y z (Å)
O -0.4106 -2.6577 -1.0490
C -0.7732 -1.7114 -0.3801
C -1.4486 -1.9046 0.9882
O -2.3549 -0.8579 1.2708
C -3.4711 -0.7357 0.5284
C -4.1253 -1.7579 -0.1647
C -5.3377 -1.4885 -0.7734
C -5.8774 -0.2102 -0.6846
N -5.2477 0.7747 -0.0777
C -4.0849 0.5287 0.4854
N -3.3941 1.6885 1.0259
O -4.0357 2.5121 1.6186
O -2.1992 1.7472 0.8033
N -0.6413 -0.4257 -0.7253
C -0.0137 0.0101 -1.9516
C 1.1592 0.9476 -1.6746
C 2.3241 0.3438 -0.9362
C 2.5023 -1.0233 -0.7644
C 3.5920 -1.5345 -0.0807
C 4.5358 -0.6692 0.4446
Cl 5.8986 -1.2897 1.3021
C 4.3992 0.6999 0.2844
C 3.3009 1.1866 -0.4028
Cl 3.1663 2.8995 -0.6004
H -0.6845 -1.8404 1.7676
H -1.9128 -2.8940 1.0361
H -3.6924 -2.7432 -0.2311
H -5.8564 -2.2645 -1.3133
H -6.8263 0.0436 -1.1321
H -0.9474 0.3037 -0.0893
H -0.7525 0.5487 -2.5560
H 0.2972 -0.8807 -2.5001
H 1.5203 1.3411 -2.6291
H 0.7897 1.8000 -1.0975
H 1.7854 -1.7210 -1.1647
H 3.7052 -2.5999 0.0401
H 5.1356 1.3772 0.6858